{"formula": "C2H2BNO6", "method": "ωB97M-V with the def2-TZVPD basis set", "energy_ha": -608.65683, "charge": -2, "e_lumo_ev": 6.6, "orbital_gap_ev": 7.46, "fmax_ev_per_a": 5.65, "species": ["B", "C", "C", "N", "O", "O", "O", "O", "O", "O", "H", "H"], "xyz": [[-0.1850, 0.2389, 0.3054], [-0.6414, -0.9664, -1.6688], [1.7843, -0.3709, -1.4277], [0.2781, -0.4478, -0.8637], [-1.9244, -0.9204, -1.3046], [2.5846, -0.6807, -0.5831], [-0.3374, -1.6756, -2.6781], [1.9597, -0.0897, -2.6045], [-1.5070, 0.4453, 0.5537], [0.8790, 0.6842, 1.1046], [-1.8481, -0.1268, -0.5310], [1.6043, 0.3583, 0.6265]], "mulliken_charge": [0.380, 0.522, 0.498, 0.109, -0.633, -0.735, -0.777, -0.658, -0.830, -0.751, 0.457, 0.417]}